C29H80F6N2O15S2 as an isolated structure, computed with wB97M-V/def2-TZVPD.

Computed properties:
2S+1 = 1
Gap between HOMO and LUMO = 7.60 eV
Electronic energy = -3786.2883 Eh
HOMO level = -0.33019 hartree
M = 875.08 g mol⁻¹
Lowest unoccupied orbital energy = -1.4 eV
Relative energy (zero: lowest compared OMol25 entry of this formula, charge and spin) = 0.000 eV

Last column: Löwdin charge in e.
Atoms and positions in Å:
N1 13.588 -23.867 5.145  0.366
H1 14.591 -23.893 5.028  0.153
H2 13.140 -22.982 5.333  0.146
H3 13.424 -24.563 5.858  0.147
H4 13.087 -24.240 4.352  0.154
C1 10.562 -26.530 9.603  -0.690
F1 10.469 -27.781 9.271  0.149
F2 9.897 -25.837 8.716  0.146
F3 9.956 -26.472 10.798  0.131
S1 12.413 -25.877 9.659  0.660
O1 12.345 -24.481 9.224  -0.363
O2 12.993 -26.115 10.934  -0.286
N2 13.085 -26.804 8.328  -0.335
S2 13.696 -28.110 8.949  0.558
O3 15.111 -27.966 9.333  -0.323
O4 12.832 -28.810 9.895  -0.331
C2 13.580 -29.296 7.408  -0.614
F4 13.965 -30.568 7.756  0.100
F5 12.421 -29.260 6.809  0.149
F6 14.512 -28.860 6.504  0.064
O5 10.098 -26.714 4.444  -0.060
H5 9.328 -26.333 4.866  0.030
H6 10.166 -27.593 4.816  0.031
O6 12.205 -20.163 6.133  -0.058
H7 12.177 -20.070 7.085  0.034
H8 11.657 -19.451 5.806  0.036
C3 5.346 -17.518 7.721  -0.085
C4 6.143 -18.753 7.902  -0.464
C5 5.425 -19.765 8.829  -0.065
O7 6.063 -19.473 6.655  -0.091
H9 5.379 -16.844 8.577  0.083
H10 4.289 -17.722 7.546  0.083
H11 5.736 -16.989 6.851  0.084
H12 7.173 -18.531 8.182  0.141
H13 5.876 -20.753 8.746  0.078
H14 4.389 -19.931 8.535  0.077
H15 5.505 -19.346 9.832  0.077
H16 5.165 -19.688 6.393  0.082
C6 18.353 -37.238 8.189  -0.046
C7 19.540 -36.214 8.169  -0.491
C8 19.310 -34.982 9.009  -0.064
O8 20.694 -36.801 8.740  -0.073
H17 17.414 -36.797 7.855  0.070
H18 18.134 -37.588 9.198  0.078
H19 18.610 -38.049 7.508  0.068
H20 19.874 -35.977 7.159  0.129
H21 20.230 -34.490 9.323  0.080
H22 18.930 -35.201 10.007  0.080
H23 18.574 -34.400 8.455  0.084
H24 21.054 -37.481 8.166  0.084
C9 19.556 -25.553 4.645  -0.063
C10 18.967 -24.511 5.577  -0.526
C11 20.015 -23.472 6.121  -0.045
O9 17.964 -23.953 4.848  -0.049
H25 18.788 -26.268 4.352  0.081
H26 20.296 -26.153 5.176  0.085
H27 19.928 -25.125 3.714  0.083
H28 18.599 -24.997 6.481  0.139
H29 20.853 -23.881 6.686  0.074
H30 19.635 -22.724 6.816  0.068
H31 20.462 -22.868 5.332  0.070
H32 18.437 -23.671 4.061  0.088
C12 6.903 -23.105 16.186  -0.085
C13 6.503 -22.931 17.589  -0.558
C14 5.111 -23.563 17.962  -0.020
O10 7.482 -23.566 18.245  -0.044
H33 6.146 -22.757 15.483  0.078
H34 6.862 -24.167 15.944  0.090
H35 7.887 -22.764 15.865  0.087
H36 6.686 -21.896 17.877  0.134
H37 5.205 -24.648 17.914  0.079
H38 4.345 -23.228 17.262  0.070
H39 4.655 -23.377 18.935  0.069
H40 8.291 -23.083 18.061  0.099
C15 18.335 -24.321 13.649  -0.051
C16 19.828 -24.473 13.216  -0.480
C17 20.220 -23.352 12.254  -0.076
O11 20.618 -24.209 14.320  -0.063
H41 18.007 -23.306 13.871  0.073
H42 18.085 -24.954 14.500  0.072
H43 17.616 -24.695 12.919  0.070
H44 20.107 -25.428 12.770  0.141
H45 19.554 -23.437 11.395  0.072
H46 21.199 -23.456 11.786  0.077
H47 20.116 -22.386 12.749  0.079
H48 20.662 -23.278 14.551  0.087
C18 6.077 -31.392 6.259  -0.053
C19 5.030 -31.397 5.061  -0.439
C20 5.731 -32.209 3.892  -0.053
O12 3.918 -32.171 5.442  -0.071
H49 5.740 -32.079 7.036  0.079
H50 5.922 -30.401 6.686  0.057
H51 7.127 -31.386 5.966  0.070
H52 4.645 -30.440 4.709  0.124
H53 5.040 -32.849 3.343  0.068
H54 6.463 -32.826 4.412  0.062
H55 6.255 -31.671 3.102  0.067
H56 3.328 -31.672 6.012  0.089
C21 16.835 -31.981 16.175  -0.055
C22 16.925 -30.630 15.430  -0.507
C23 17.655 -30.629 14.060  -0.053
O13 15.618 -30.377 15.067  -0.056
H57 16.184 -31.712 17.006  0.073
H58 17.783 -32.171 16.678  0.073
H59 16.398 -32.808 15.615  0.085
H60 17.420 -30.003 16.172  0.130
H61 17.247 -31.119 13.176  0.086
H62 18.570 -31.162 14.319  0.066
H63 18.016 -29.634 13.802  0.069
H64 15.679 -29.572 14.548  0.091
C24 15.536 -18.980 12.637  -0.073
C25 15.293 -19.392 11.216  -0.524
C26 16.121 -20.467 10.547  -0.044
O14 13.894 -19.614 11.215  -0.049
H65 16.581 -18.704 12.783  0.082
H66 15.301 -19.822 13.288  0.080
H67 14.810 -18.240 12.974  0.084
H68 15.511 -18.434 10.744  0.124
H69 16.197 -21.369 11.155  0.081
H70 17.155 -20.140 10.439  0.081
H71 15.678 -20.695 9.577  0.078
H72 13.698 -20.460 10.806  0.082
C27 10.684 -30.672 16.958  -0.073
C28 10.394 -31.460 15.674  -0.454
C29 10.259 -30.576 14.453  -0.059
O15 11.629 -32.200 15.454  -0.084
H73 9.943 -29.894 17.144  0.073
H74 11.635 -30.139 16.985  0.078
H75 10.678 -31.346 17.814  0.077
H76 9.581 -32.155 15.882  0.135
H77 9.528 -29.793 14.656  0.074
H78 9.925 -31.149 13.587  0.081
H79 11.233 -30.116 14.286  0.086
H80 12.318 -31.550 15.609  0.063

=====

A 9-piece molecular cluster, C29H81N7O11 overall, computed with wB97M-V/def2-TZVPD.

Computed properties:
2S+1 = 1
Gap between HOMO and LUMO = 8.06 eV
Electronic energy = -2363.6012 Eh
HOMO level = -0.29862 hartree
M = 704.00 g mol⁻¹
Lowest unoccupied orbital energy = -0.1 eV
Relative energy (zero: lowest compared OMol25 entry of this formula, charge and spin) = 3.022 eV

Last column: Löwdin charge in e.
Atoms and positions in Å:
O1 0.583 -4.122 0.328  0.245
H1 -0.028 -4.091 1.099  0.171
H2 0.556 -3.315 0.053  -0.049
H3 0.263 -4.854 -0.420  0.171
C1 -0.148 -1.107 0.381  -0.821
O2 0.427 -1.596 -0.609  -0.040
O3 -0.119 0.250 0.556  0.151
O4 -0.540 -1.816 1.261  0.007
H4 0.201 0.591 -0.158  -0.021
C2 -4.260 1.672 4.595  -0.073
C3 -3.039 2.338 3.865  -0.297
C4 -2.081 1.097 3.359  -0.188
O5 -1.624 0.561 4.567  -0.151
C5 -1.060 -0.760 4.280  -0.054
N1 -3.427 3.311 2.802  0.118
H5 -4.926 1.293 3.813  0.076
H6 -4.575 2.428 5.185  0.002
H7 -3.915 1.028 5.548  0.125
H8 -2.387 2.889 4.689  0.161
H9 -1.426 1.651 2.844  0.047
H10 -2.487 0.416 2.804  0.053
H11 -0.751 -1.233 5.068  0.024
H12 -0.342 -0.732 3.394  0.089
H13 -1.674 -1.549 3.941  0.059
H14 -2.848 3.320 2.077  -0.035
H15 -3.291 4.104 2.971  -0.092
C6 -0.146 4.486 2.671  0.030
C7 -0.243 4.393 1.101  -0.370
C8 1.009 3.768 0.426  -0.126
O6 2.075 4.724 0.673  -0.146
C9 3.274 4.154 0.259  -0.145
N2 -1.296 3.525 0.905  0.025
H16 0.041 3.479 3.061  0.092
H17 -1.009 5.071 2.967  0.097
H18 0.668 4.843 2.790  -0.049
H19 -0.268 5.207 0.485  0.109
H20 0.857 3.871 -0.658  0.139
H21 1.355 3.001 0.873  0.046
H22 3.525 3.214 0.856  0.088
H23 4.060 4.726 0.588  0.060
H24 3.597 3.781 -0.667  0.066
H25 -1.095 2.517 0.808  0.090
H26 -1.625 3.592 -0.067  0.053
C10 4.835 -1.122 2.173  -0.052
C11 3.380 -1.162 2.610  -0.433
C12 2.800 0.239 2.758  -0.241
O7 3.432 0.861 3.821  -0.135
C13 2.984 2.226 3.892  -0.061
N3 2.639 -1.824 1.605  0.054
H27 5.402 -0.693 2.972  0.066
H28 5.292 -0.531 1.480  0.047
H29 5.173 -2.154 2.200  0.081
H30 3.285 -1.715 3.594  0.168
H31 1.752 0.156 3.003  0.116
H32 2.875 0.648 1.844  0.080
H33 3.276 2.726 2.922  0.098
H34 3.379 2.768 4.718  0.081
H35 2.014 2.385 4.112  0.036
H36 2.732 -1.276 0.668  0.116
H37 1.685 -1.766 1.841  0.020
C14 2.817 0.813 -2.034  -0.078
C15 2.743 -0.138 -3.110  -0.445
C16 3.629 -1.410 -2.810  -0.199
O8 4.908 -1.039 -2.600  -0.185
C17 5.904 -1.993 -2.314  -0.100
N4 1.441 -0.533 -3.114  0.097
H38 2.456 0.336 -1.143  0.054
H39 2.161 1.670 -1.926  0.071
H40 3.906 1.095 -1.868  0.116
H41 3.023 0.423 -3.888  0.111
H42 3.495 -2.119 -3.623  0.128
H43 3.286 -1.834 -1.888  0.115
H44 5.988 -2.914 -3.129  0.129
H45 5.416 -2.656 -1.512  0.088
H46 6.857 -1.854 -1.919  0.050
H47 1.383 -1.194 -3.628  -0.062
H48 1.012 -0.855 -2.215  0.076
C18 -2.979 5.823 -1.486  -0.022
C19 -1.706 5.641 -2.360  -0.473
C20 -1.526 4.256 -2.886  -0.283
O9 -1.447 3.309 -1.887  -0.195
C21 -1.405 1.944 -2.496  -0.012
N5 -1.837 6.571 -3.469  -0.007
H49 -2.793 5.033 -0.698  0.082
H50 -3.825 5.636 -2.170  0.093
H51 -2.857 6.804 -1.206  0.042
H52 -0.834 5.825 -1.857  0.102
H53 -0.704 4.269 -3.608  0.126
H54 -2.245 4.216 -3.729  0.130
H55 -2.006 1.694 -3.321  0.071
H56 -1.736 1.245 -1.872  0.008
H57 -0.200 1.630 -2.627  0.147
H58 -2.801 6.730 -3.767  0.052
H59 -1.626 7.700 -3.160  0.170
C22 -0.033 -4.138 -3.171  -0.083
C23 -0.222 -5.551 -2.745  -0.314
C24 1.162 -6.244 -2.576  -0.150
O10 1.971 -5.417 -1.708  -0.168
C25 3.200 -5.986 -1.674  -0.151
N6 -0.979 -5.616 -1.419  0.072
H60 0.628 -3.637 -2.605  0.017
H61 -0.842 -3.507 -3.251  0.048
H62 0.274 -3.821 -4.239  0.135
H63 -0.824 -6.078 -3.793  0.214
H64 1.490 -6.465 -3.385  0.033
H65 1.007 -7.144 -2.145  0.098
H66 3.113 -7.048 -1.712  0.071
H67 3.857 -5.731 -0.709  0.141
H68 3.897 -5.649 -2.484  0.101
H69 -1.123 -6.595 -1.150  0.109
H70 -1.919 -5.435 -1.515  0.057
C26 -5.542 -3.083 0.637  -0.071
C27 -4.043 -2.965 0.577  -0.367
C28 -3.601 -2.024 -0.564  -0.167
O11 -4.131 -2.647 -1.780  -0.253
C29 -4.121 -1.692 -2.836  -0.139
N7 -3.502 -2.385 1.889  0.057
H71 -6.130 -2.222 0.709  0.066
H72 -5.880 -3.695 1.517  0.103
H73 -5.966 -3.697 -0.032  0.027
H74 -3.753 -3.956 0.391  0.108
H75 -2.421 -2.123 -0.703  0.144
H76 -3.757 -1.035 -0.434  0.082
H77 -4.340 -2.404 -3.751  0.107
H78 -2.917 -1.437 -2.812  0.119
H79 -4.847 -0.778 -2.846  0.108
H80 -3.906 -1.502 2.185  0.063
H81 -2.488 -2.299 1.851  0.015

=====

What is the 2S+1 in the second record?
1

=====

What is the formula in the second record?
C29H81N7O11

=====

Among the records above, which one has the highest lowest unoccupied orbital energy?
C29H81N7O11

=====

Number 2 is which compound?
C29H81N7O11